The following is a DFT calculation (the ωB97M-V functional and the def2-TZVPD basis) of the molecule C5H5NO2 in a non-equilibrium geometry.

```
13
Properties=species:S:1:pos:R:3:forces:R:3
O 0.723485 -1.201967 -1.716851 -0.77 -0.72 1.74
O 1.521538 0.937065 -1.914493 -2.34 -2.89 1.09
N 0.549943 -2.092227 -0.491581 1.03 2.92 2.64
C -0.477406 1.054563 0.502016 -3.76 0.97 -2.76
C 0.656896 -1.269092 0.578699 -1.00 -2.58 -2.20
C 0.936969 0.030450 -1.264187 3.93 4.00 -3.76
C 0.678576 0.212909 0.126650 -0.47 -3.50 5.16
C -1.782428 0.600387 0.623334 0.06 0.96 -1.53
H -0.205527 2.089746 0.038381 -1.08 -1.37 1.60
H -2.734160 1.300881 0.382831 2.57 -1.52 1.16
H -2.040609 -0.519815 0.636852 0.64 1.84 0.34
H 1.398273 0.583860 0.821766 1.81 0.82 -0.70
H 0.774449 -1.726760 1.676583 -0.63 1.06 -2.79
```
Forces are in eV/Å.

The SMILES is C=C[C@H]1C=NOC1=O. The relative energy (zero: lowest compared OMol25 entry of this formula, charge and spin) comes out at 110.58 kcal per mole. The molar mass is 111.10 g mol⁻¹. For the lowest unoccupied orbital energy, the calculation gives 0.2 eV. The value obtained for the electronic energy is -10846.5199 eV. As for the spin multiplicity: 1. Its net charge is 0.

Mulliken population analysis, charges in e, atoms 1 to 2: number 1, O, carries -0.24; number 2, O, carries -0.58